No. 1
C5H35NO13 | ωB97M-V with the def2-TZVPD basis set

Each line ends with the Löwdin charge.
Atoms and positions in Å:
O (1.540, 0.547, -3.143)  -0.0405
O (-1.475, 1.124, -1.695)  -0.0750
C (2.921, -1.971, 0.464)  -0.2442
H (-1.061, 0.320, -1.998)  0.0271
H (0.655, 2.014, -2.853)  0.0028
C (1.891, -2.928, -0.274)  -0.1815
H (3.434, 1.231, -0.581)  0.1040
H (0.335, -0.362, 0.391)  0.0954
H (0.869, 0.352, 4.558)  0.0492
H (-1.438, -0.978, -4.938)  0.0569
H (2.485, -3.598, -0.997)  0.1392
H (-3.499, -0.007, -1.429)  0.0507
H (0.832, -0.007, -3.499)  0.0309
H (3.963, -2.182, 0.229)  0.1217
H (3.470, -1.948, 2.593)  0.0940
O (0.155, 2.847, -2.742)  -0.0810
O (-1.718, 3.056, 0.367)  -0.0685
H (-1.506, -0.765, 4.232)  0.0553
O (-1.025, -2.355, 2.042)  -0.0996
O (-3.668, 0.410, -0.585)  -0.0492
H (1.657, -2.085, 2.241)  0.0386
H (1.720, 0.068, -2.308)  0.0509
O (-2.872, 1.677, 2.764)  -0.0565
C (3.665, 0.303, 0.038)  -0.0960
H (-3.495, -0.895, 0.518)  0.0100
H (2.765, -3.502, 2.120)  0.0830
H (-3.390, 1.325, -0.584)  0.0309
H (-0.413, 3.155, -3.462)  0.0219
H (4.406, -0.293, -0.569)  0.0951
H (-2.134, 3.236, 1.245)  0.0411
O (-1.158, -0.076, -4.732)  -0.0559
H (-0.360, -2.450, 1.322)  0.0048
H (1.145, 1.051, 0.432)  0.0989
O (-3.337, -1.687, 1.076)  -0.0587
H (-3.582, -1.360, 1.963)  0.0738
H (-1.937, 0.415, -5.058)  0.0501
H (-2.236, 3.062, -3.653)  0.0614
H (-0.749, 3.046, 0.525)  0.0623
H (-3.214, 2.141, 1.993)  0.0096
H (-0.873, 1.877, -1.598)  0.0005
H (1.459, 0.055, 1.862)  0.0630
C (2.661, -2.423, 1.999)  -0.0186
O (-1.985, 2.508, -4.403)  -0.0541
O (0.709, -2.950, -0.039)  0.0383
N (2.482, -0.551, 0.110)  -0.2387
O (-0.848, -0.330, 3.686)  -0.1021
C (1.331, -0.010, 0.783)  -0.0989
H (4.125, 0.587, 0.945)  0.0661
H (-2.201, 1.029, 2.518)  0.0082
H (-1.131, 2.094, -4.269)  -0.0006
O (1.764, -0.018, 4.303)  -0.0985
H (-0.765, -0.973, 2.902)  0.0148
H (-1.845, -2.149, 1.510)  0.0109
H (1.476, -0.678, 3.677)  -0.0432

Summary:
Energy above the lowest of the compared OMol25 structures with the same formula, charge and spin: 3.937 eV
Kohn-Sham gap: 8.96 eV



No. 2
C25H41BIrN9S4 | ωB97M-V with the def2-TZVPD basis set

Each line ends with the Löwdin charge.
Atoms and positions in Å:
C (-3.675, -0.156, -2.467)  -0.0141
H (2.746, -4.672, -0.519)  0.0854
H (-3.188, -2.109, 1.166)  0.0492
H (-5.767, -1.806, -2.282)  0.0830
S (-0.772, 0.166, 5.442)  1.1747
H (-2.422, 0.976, -3.876)  0.1410
C (1.998, -2.879, -2.418)  -0.0211
H (1.633, 3.758, 0.999)  0.0935
H (-4.462, 0.021, 0.747)  0.0769
N (0.369, 1.558, -2.428)  0.0204
H (-5.978, -2.997, -1.014)  0.1003
C (0.801, -0.243, 4.746)  -0.5613
N (-3.312, -0.978, -1.438)  0.0170
C (-4.345, -1.652, -0.622)  -0.5387
B (-0.041, 0.132, -2.865)  -0.5646
H (-4.694, 0.047, -2.712)  0.1340
C (-1.305, 0.492, 3.823)  -0.6601
C (4.790, -3.074, -1.528)  -0.0098
N (-2.547, 0.860, 3.491)  0.1420
H (3.420, -1.394, 1.153)  0.0434
C (1.904, -0.742, 5.594)  -0.2286
H (-1.121, 5.478, -1.830)  0.1008
C (0.669, 4.250, 0.886)  -0.0423
H (-4.592, -3.128, 0.892)  0.1011
S (-1.256, 1.926, -0.286)  0.7510
C (1.916, -0.941, -1.410)  -0.6477
N (0.634, 3.521, -1.463)  0.0183
C (0.445, 4.682, -0.566)  -0.5416
H (2.313, -3.878, -2.633)  0.1337
H (2.205, -3.574, 0.754)  0.0882
C (1.505, 3.450, -2.510)  0.0053
H (2.844, -2.613, 6.081)  0.0844
C (3.645, -2.678, -0.591)  -0.5404
H (1.702, -0.487, 6.633)  0.1126
Ir (0.062, 0.124, 0.852)  0.6965
H (-1.139, 6.084, -0.175)  0.1011
H (1.122, -2.756, 5.775)  0.0815
H (-5.886, -1.019, 0.745)  0.1013
H (5.625, -3.442, -0.940)  0.0996
N (-0.347, 0.296, 2.938)  -0.2086
H (-0.113, 3.580, 1.234)  0.0187
H (3.812, -4.296, 0.823)  0.0994
N (0.813, -0.118, 3.471)  -0.0071
H (0.660, 5.129, 1.525)  0.0982
H (-3.206, 1.121, 4.206)  0.1203
C (1.337, 2.240, -3.103)  -0.0206
S (-0.972, -1.794, -0.232)  0.7468
H (4.585, -0.795, -0.046)  0.0701
H (4.988, -2.162, 0.978)  0.1003
H (2.233, -2.533, 4.423)  0.0712
H (-0.052, 0.108, -4.051)  0.1366
N (-1.476, -0.211, -2.380)  0.0157
C (-0.976, 5.203, -0.788)  -0.0211
C (-0.044, 2.356, -1.425)  -0.6557
C (2.033, -2.260, 5.454)  -0.0747
H (4.505, -3.854, -2.226)  0.0832
H (-4.641, -3.158, -2.147)  0.1018
H (2.474, 5.431, -0.776)  0.0975
H (1.293, 6.615, -0.242)  0.1019
C (-2.544, 0.312, -3.046)  -0.0264
H (-1.718, 4.455, -0.520)  0.0401
H (5.128, -2.209, -2.095)  0.1001
C (1.026, -2.140, -3.005)  -0.0343
C (3.061, -3.883, 0.156)  -0.0079
N (0.980, -0.927, -2.382)  0.0118
H (2.837, -0.266, 5.290)  0.1268
H (0.367, -2.387, -3.810)  0.1387
C (-5.237, -2.444, -1.583)  -0.0102
C (-1.963, -0.983, -1.386)  -0.6302
N (2.563, -2.125, -1.431)  0.0131
C (-3.765, -2.621, 0.401)  -0.0874
C (-5.130, -0.561, 0.114)  -0.0067
H (-2.716, 1.180, 2.548)  0.0950
H (1.833, 1.820, -3.953)  0.1413
C (1.452, 5.775, -0.913)  -0.0304
S (2.180, 0.371, -0.321)  0.7359
H (-3.146, -3.378, -0.072)  0.0717
H (2.179, 4.235, -2.768)  0.1300
H (1.318, 6.139, -1.928)  0.0945
C (4.180, -1.683, 0.431)  -0.0923
H (-5.633, 0.113, -0.572)  0.0873

Summary:
Kohn-Sham gap (alpha / beta): 5.99 / 6.01 eV
Charge: +2



No. 3
C4H14N2O | ωB97M-V with the def2-TZVPD basis set

Each line ends with the Löwdin charge.
Atoms and positions in Å:
C (1.141, 1.674, 0.688)  -0.1696
H (-0.240, -0.286, 2.356)  0.1345
H (2.302, -0.726, -4.477)  -0.0699
H (0.915, -0.319, -4.701)  -0.0666
H (-1.076, -1.885, 0.756)  0.0943
H (1.361, 2.528, -0.084)  0.0809
H (0.458, 0.315, -0.604)  0.0707
H (-1.090, 1.152, 1.378)  0.1070
N (1.487, -0.784, 0.539)  -0.0336
H (2.159, -0.670, 1.353)  0.0678
H (2.012, -1.237, -0.314)  0.0329
O (1.783, -0.189, -5.123)  -0.3838
H (0.562, 2.220, 1.434)  0.0374
C (-2.858, -0.771, 0.795)  -0.1862
H (-3.158, 0.271, 1.143)  0.0731
H (2.201, 1.722, 1.139)  0.0765
C (0.595, 0.326, 0.412)  -0.6124
H (-3.321, -1.129, -0.193)  0.0679
H (-3.305, -1.476, 1.531)  0.0412
C (-0.564, 0.163, 1.343)  -0.2206
N (-1.365, -0.897, 0.629)  -0.1415

Summary:
Energy above the lowest of the compared OMol25 structures with the same formula, charge and spin: 2.244 eV
⟨S²⟩: 0.7506
Kohn-Sham gap (alpha / beta): 2.53 / 8.75 eV
Charge: -1
Multiplicity: 2



No. 4
C25H46BrNO15P | ωB97M-V with the def2-TZVPD basis set

Each line ends with the Löwdin charge.
Atoms and positions in Å:
C (1.910, 0.797, -0.691)  0.0741
H (2.497, -1.120, 1.962)  0.1144
C (1.251, -2.081, -0.161)  -0.1628
H (-0.392, -1.459, 1.128)  0.1159
O (4.771, 6.280, -6.200)  0.0171
C (-2.197, -1.093, -3.153)  -0.1415
H (-4.918, -6.936, 9.582)  0.0930
H (-1.396, 0.902, -3.393)  0.0915
C (-6.115, 4.186, -7.020)  -0.6256
O (1.696, -5.599, 4.537)  -0.0014
H (-1.225, -1.439, -3.508)  0.0749
O (3.219, 2.697, -0.093)  0.1052
H (2.753, 4.907, -1.221)  0.0646
H (1.105, -0.032, 2.252)  0.1102
O (2.818, -5.111, 6.436)  0.1260
C (2.699, -5.723, 5.408)  -0.6402
H (-0.682, 6.141, -0.677)  0.0478
H (-2.497, 1.524, -0.998)  0.0764
H (0.964, -1.441, -2.229)  0.1399
C (-1.910, -7.394, 8.574)  -0.6250
O (-6.197, 3.082, -7.489)  0.1272
C (-0.238, 2.418, -0.675)  -0.0354
H (4.113, 6.051, -8.095)  0.0974
H (-4.054, -8.492, 9.609)  0.0982
C (3.681, 6.043, -7.099)  -0.0272
Br (-3.853, 1.214, -3.236)  0.7865
O (2.473, 5.250, -0.361)  -0.2883
C (0.075, -7.286, 7.377)  -0.0261
H (0.602, 5.968, -1.876)  0.0544
H (-0.497, -1.501, -1.208)  0.0914
H (0.670, -7.013, 8.247)  0.1088
O (-6.066, 5.327, -7.700)  0.0068
H (-2.939, -1.277, -3.922)  0.0598
H (-6.084, 6.173, -9.533)  0.0943
H (3.226, 5.075, -6.900)  0.0958
C (2.046, 2.129, -0.386)  -0.3249
H (6.247, 6.804, -2.318)  0.0994
H (5.268, -7.635, 5.270)  0.0947
O (-3.150, -6.910, 8.606)  0.0033
H (-3.504, -7.151, 10.642)  0.0980
C (-3.947, -7.412, 9.684)  -0.0351
N (0.978, 2.945, -0.383)  -0.0805
O (3.333, 6.141, -4.464)  0.0983
C (-0.447, 1.111, -0.977)  -0.1267
C (-2.129, 0.390, -2.774)  -0.6900
C (-0.035, 5.422, -1.179)  -0.2233
H (0.230, -4.905, 5.850)  0.0812
C (4.439, 6.309, -4.918)  -0.6262
O (-1.438, -8.182, 9.348)  0.1308
O (-6.053, 4.472, -5.717)  0.0053
H (0.123, -8.361, 7.216)  0.1061
H (-0.043, -4.632, 4.124)  0.0981
P (1.033, 4.730, 0.144)  0.9799
C (0.555, -1.227, -1.238)  -0.1245
O (1.227, -1.653, 3.508)  -0.0690
H (-2.451, -1.698, -2.282)  0.0802
H (5.267, -5.969, 5.898)  0.0971
H (0.472, -2.867, 1.686)  0.1167
O (3.544, -6.636, 4.938)  0.0055
H (-7.069, 4.695, -9.410)  0.0991
H (2.935, 6.829, -7.012)  0.0994
H (3.780, 2.089, 0.405)  0.1478
C (0.670, 0.248, -0.972)  -0.1052
H (-1.063, 3.114, -0.637)  0.1245
C (0.608, -1.887, 1.227)  -0.1518
C (5.287, 6.651, -2.802)  -0.0398
H (1.862, -1.296, 4.137)  0.0942
H (4.835, 5.730, -2.436)  0.0785
H (4.631, 7.493, -2.592)  0.1023
C (-6.133, 5.170, -9.122)  -0.0326
H (-5.273, 2.659, -5.069)  0.0198
O (5.538, 6.542, -4.201)  0.0158
H (-7.048, 2.791, -5.002)  0.1034
H (-5.294, 4.578, -9.481)  0.0970
C (4.680, -6.878, 5.778)  -0.0309
C (-1.865, 0.684, -1.283)  -0.1953
O (-1.278, -6.852, 7.531)  0.0060
H (1.139, -3.643, 4.990)  0.0764
H (0.466, -6.774, 6.509)  0.0580
H (1.093, -3.115, -0.465)  0.1199
H (2.321, -1.880, -0.129)  0.1016
H (-2.177, -0.146, -0.648)  0.1267
C (1.435, -1.078, 2.224)  -0.2602
H (-6.045, 3.699, -3.850)  0.0885
H (-0.623, 4.698, -1.735)  0.0339
H (2.801, 0.182, -0.703)  0.1442
C (0.705, -4.634, 4.911)  -0.0338
C (-6.110, 3.326, -4.869)  -0.0783
H (4.365, -7.244, 6.752)  0.0986

Summary:
Kohn-Sham gap: 8.08 eV
Charge: +1